C30H56BN3O21 | the ωB97M-V functional and the def2-TZVPD basis

The geometry in XYZ format:
```
111
Properties=species:S:1:pos:R:3:forces:R:3:mulliken_charge:R:1
O -2.133753 -3.427075 -1.773040 0.19 -0.17 -0.67 -0.286
O 4.181947 3.557585 8.418444 -0.08 -0.01 0.00 -0.317
O 1.299402 3.042538 -6.486021 -0.01 -0.07 -0.05 -0.252
O 1.827300 5.215913 -6.180988 0.04 0.08 -0.05 -0.563
O -8.267714 0.326929 3.247285 -0.03 0.00 0.03 -0.354
O 1.401316 2.289519 3.390260 0.01 0.09 -0.02 -0.566
O 5.923404 2.596491 9.495202 0.08 -0.01 0.05 -0.566
O -4.935331 -3.642329 -0.183555 0.54 -0.56 -0.35 -0.656
O 5.528982 -1.701780 -2.752300 0.04 0.08 -0.03 -0.554
O -5.557465 -4.804691 -2.155316 0.36 0.21 -0.34 -0.552
O -1.335089 -2.918370 -5.179061 -0.25 0.18 0.16 -0.508
O 4.484120 1.436388 8.199640 -0.04 -0.08 -0.03 -0.242
O -6.608762 -0.617972 2.246513 -0.02 -0.05 -0.03 -0.387
O -6.703647 1.640811 2.287713 0.03 0.09 0.00 -0.564
O -2.288837 -0.616638 -0.831022 0.08 0.05 -0.33 -0.613
O 0.998955 0.469335 4.670024 0.03 -0.08 0.02 -0.371
O 4.555563 -3.696036 -3.188236 -0.09 -0.02 -0.02 -0.344
O 0.743346 3.980463 -4.627319 0.01 -0.07 0.03 -0.293
O 4.200239 -2.771692 -1.273904 -0.03 0.05 0.03 -0.323
O 0.588788 0.355464 2.557269 0.00 -0.04 -0.06 -0.319
O -5.068030 -3.668453 -6.233224 -0.92 -0.17 -1.36 -0.462
N -3.797640 -3.767649 -4.245031 -0.23 0.79 0.31 -0.372
N -1.336122 -1.607601 -3.261073 -0.47 -1.55 -0.18 0.342
N -4.355232 -1.231789 -1.618105 0.25 -0.09 -0.46 0.087
C -4.197609 -0.269779 2.451282 -0.08 0.10 0.18 -1.057
C -0.441642 6.068471 -4.174927 -0.04 -0.07 -0.20 -1.097
C -3.688205 -2.515866 -3.465277 -0.35 -0.55 -0.42 -0.398
C 1.337547 4.186278 -5.800639 -0.05 -0.06 0.07 0.702
C 4.571870 4.841981 8.929951 0.06 0.36 0.09 -0.210
C -2.965667 -1.274527 -1.579212 -0.02 -0.06 0.50 -0.783
C 1.847269 3.126548 -7.804330 0.05 -0.10 -0.13 -0.679
C -0.193150 -4.924627 -1.987333 0.09 0.64 -0.17 -1.394
C -2.426252 -2.335815 -2.615800 -0.22 1.06 1.12 1.379
C 5.260812 0.260089 8.440295 -0.01 -0.17 -0.02 -0.687
C 5.188005 -3.722266 -4.477724 0.14 -0.06 -0.33 -0.207
C 6.636177 -4.151024 -4.384365 0.04 0.02 0.21 -1.108
C -0.712788 -0.647163 -5.444206 0.40 0.02 0.44 -1.667
C 1.030411 1.153451 3.529436 0.00 -0.08 0.03 0.755
C -8.925107 1.508567 3.706410 -0.14 0.05 0.07 -0.646
C 0.510992 0.978235 1.272618 -0.04 -0.05 -0.24 -0.454
C -0.059202 -1.623647 -2.541528 0.53 1.37 -0.28 -1.172
C 4.832634 -2.630726 -2.439085 -0.02 -0.12 0.03 0.758
C -7.140681 0.554123 2.566589 -0.03 -0.08 -0.04 0.744
C -4.817065 -2.355696 -2.432139 -0.45 -0.33 0.19 -0.774
C -4.473287 -3.707821 -5.253219 1.04 -0.07 1.13 0.617
C 5.722143 5.433060 8.144283 0.08 -0.17 -0.11 -1.114
C 0.670195 5.127625 -3.764732 -0.06 0.26 0.26 -0.217
C 4.462782 -1.724018 -0.335026 -0.09 0.05 0.18 -0.656
C -1.168133 -1.843758 -4.654375 0.30 0.02 -0.28 0.815
C 1.419457 1.196243 5.836483 0.08 0.19 0.36 -0.049
C -1.628094 -4.621822 -2.396167 0.19 -0.88 0.09 0.038
C -5.361120 -0.558889 1.527533 0.40 -0.04 -0.05 0.113
C 0.331195 2.116837 6.343999 -0.14 0.02 -0.16 -1.167
C 4.961224 2.539907 8.776735 -0.07 0.04 -0.06 0.712
B -5.099592 -3.666417 -1.563054 0.12 0.06 0.57 0.434
H 1.634646 5.633180 -3.741036 0.02 -0.02 -0.13 0.314
H -1.204969 -0.627888 -6.409174 0.02 -0.05 -0.13 0.438
H -0.194491 -1.739001 -1.475341 -0.22 -0.27 0.01 0.315
H 6.624295 4.834518 8.261318 0.00 0.01 0.07 0.313
H 4.616136 -4.442286 -5.059660 -0.09 -0.03 0.12 0.311
H -4.171314 -0.995334 3.265832 0.04 -0.06 -0.06 0.323
H -3.992969 -3.609046 0.030410 -0.10 0.39 0.25 0.392
H 0.515804 -4.531961 -2.713217 0.06 0.02 -0.07 0.275
H 4.269353 -0.748508 -0.774871 0.07 0.00 -0.06 0.297
H 5.421264 0.109973 9.505080 0.05 0.06 0.01 0.315
H 7.061267 -4.255969 -5.382336 -0.02 -0.01 -0.02 0.358
H 3.788382 -1.887774 0.500355 -0.03 -0.09 -0.03 0.213
H 1.206061 3.733170 -8.441459 0.04 0.08 0.02 0.308
H 5.931673 6.444984 8.490365 -0.02 0.01 0.01 0.369
H 6.216646 0.327179 7.923688 0.04 0.04 0.07 0.310
H -5.241239 -1.535240 1.069622 -0.21 -0.08 0.02 0.193
H 5.492502 -1.779154 0.013307 0.03 0.06 -0.07 0.332
H -0.244079 6.504936 -5.152825 0.06 0.03 0.02 0.315
H 1.646867 0.438645 6.583599 -0.03 -0.13 -0.12 0.233
H 4.810297 4.760190 9.989703 0.06 -0.12 -0.01 0.319
H -1.718491 -4.598732 -3.474962 -0.09 0.31 -0.09 0.203
H 4.688659 -0.570242 8.037124 -0.06 0.06 -0.05 0.203
H 0.641044 2.579882 7.280726 0.02 -0.02 0.01 0.343
H -4.280447 0.723281 2.892426 0.00 0.03 -0.06 0.349
H 0.023399 -4.425794 -1.045097 0.04 -0.23 0.23 0.237
H -5.192261 -5.563457 -1.685401 -0.55 -0.14 0.18 0.288
H -8.338226 1.988442 4.488040 0.04 0.06 -0.05 0.290
H -9.093125 2.205070 2.888301 0.07 0.02 -0.01 0.296
H 0.269002 0.194274 0.560631 -0.07 -0.08 0.10 -0.017
H 7.225810 -3.420113 -3.833182 -0.02 0.06 -0.05 0.313
H -0.590486 1.558405 6.512851 0.03 -0.03 0.08 0.311
H -3.793682 -1.640624 -4.110372 0.35 0.03 -0.23 0.539
H 0.396478 -0.639334 -2.671590 0.09 0.07 0.05 0.326
H -3.261134 -0.325586 1.895589 -0.01 -0.02 -0.03 0.202
H 0.362284 -0.766305 -5.584137 0.07 0.05 -0.27 0.322
H -5.777879 -2.123190 -2.894407 0.09 0.17 -0.35 0.556
H 5.088802 -2.749170 -4.957425 0.02 0.07 0.11 0.314
H 1.460354 1.436337 1.002933 0.00 0.07 0.08 0.367
H 0.657908 -2.336167 -2.944416 -0.15 -0.37 0.10 0.398
H -4.688641 -0.316088 -1.888048 -0.26 0.07 0.40 0.381
H 1.879997 2.110309 -8.185759 -0.05 -0.03 0.08 0.207
H -0.281544 1.724198 1.261578 0.05 0.06 0.02 0.313
H -5.426824 0.177839 0.729231 -0.10 0.10 0.08 0.268
H -0.012103 -5.991353 -1.911970 -0.07 -0.13 0.13 0.470
H 0.117078 2.904090 5.622549 0.07 0.03 0.00 0.324
H -9.879206 1.188038 4.114345 0.03 -0.10 0.00 0.226
H 3.686233 5.466649 8.833270 -0.08 -0.11 -0.07 0.306
H -1.390312 5.533421 -4.231166 -0.01 0.01 0.09 0.285
H 2.337991 1.742053 5.626095 -0.03 0.02 -0.12 0.303
H -0.856566 0.282597 -4.904328 -0.14 0.08 0.01 0.340
H 2.852196 3.540811 -7.783188 -0.02 0.08 0.02 0.305
H 5.477482 5.468142 7.082155 -0.05 0.08 0.01 0.291
H -0.536340 6.875698 -3.449078 0.00 -0.01 0.03 0.362
H 0.479184 4.724771 -2.772191 0.00 -0.14 -0.05 0.303
H -2.259526 -5.442670 -2.055330 -0.20 0.07 0.09 0.439
H 6.715931 -5.107003 -3.865797 -0.02 -0.04 -0.08 0.294
```
Forces are in eV/Å.

Output
- energy (hartree) = -2946.0267
- molar mass (g/mol) = 805.590
- 2S+1 = 1
- SMILES string = CCO[C@]1(N(C)C(C)=O)C(=O)N[C@H](B(O)O)[C@@H]1N=C=O.CCOC(=O)OC.CCOC(=O)OC.CCOC(=O)OC.CCOC(=O)OC.CCOC(=O)OC
- max |F| (hartree/bohr) = 0.0322